The following is a quantum chemistry calculation of C40H43N6O2P2RhS2 as an isolated structure, from the OMol25 dataset.

ORCA input file:
```
! RIJCOSX wB97M-V def2-TZVPD def2/J DEFGRID3
* xyz 2 5
Rh 0.6319 1.7945 0.7875
C 0.4950 -0.6967 4.4605
C 1.8200 -1.0624 4.5712
C 2.7359 -0.5181 3.6813
C 2.3024 0.3480 2.6985
N 0.9856 0.6273 2.5273
C 0.1204 0.1272 3.4151
C 3.2323 1.1378 1.8553
C 4.6079 1.1453 1.9873
C 5.3429 2.0691 1.2633
C 4.6881 2.9799 0.4551
C 3.3099 2.9042 0.3382
N 2.6231 1.9717 1.0016
C 2.4832 3.7862 -0.5202
C 3.0360 4.7963 -1.2851
C 2.2185 5.5606 -2.1030
C 0.8728 5.2595 -2.1574
C 0.3978 4.2182 -1.3814
N 1.1603 3.5141 -0.5467
H -0.2530 -1.0551 5.1555
H 2.1454 -1.7429 5.3477
H 3.7879 -0.7491 3.7735
H -0.9124 0.4137 3.2890
H 5.1017 0.4656 2.6657
H 6.4224 2.0895 1.3445
H 5.2479 3.7384 -0.0711
H 4.0994 4.9879 -1.2536
H 2.6366 6.3548 -2.7083
H 0.1952 5.8130 -2.7948
H -0.6282 3.9104 -1.4538
C 0.8435 1.6605 -2.8947
P 0.6586 0.6540 -1.3744
C -1.0984 0.1901 -1.6193
N -1.4005 -0.6996 -2.6100
C -2.6899 -0.9000 -2.8851
C -3.0702 -1.8589 -3.8548
C -4.4685 -2.0683 -4.2122
C -5.4205 -1.3381 -3.6272
C -5.0626 -0.3579 -2.6161
C -3.7075 -0.1493 -2.2301
N -3.4138 0.7033 -1.2578
C -2.0900 0.8567 -0.9226
P -1.7213 1.5925 0.7205
C -2.6750 0.3125 1.6257
C -2.7737 3.0989 1.2047
C -2.0953 4.4281 0.8703
C -2.8848 3.0153 2.7384
C -4.1637 3.0936 0.5739
C 1.8563 -0.7484 -1.7187
C 3.2377 -0.0776 -1.7827
C 1.5901 -1.5105 -3.0188
C 1.8205 -1.7266 -0.5480
H 0.8524 0.9873 -3.7512
H 1.7648 2.2451 -2.8877
H -0.0042 2.3331 -2.9961
H -2.2867 -2.4325 -4.3356
H -4.7272 -2.8111 -4.9550
H -6.4592 -1.4795 -3.8942
H -5.8266 0.2265 -2.1163
H -3.6970 0.3975 1.2598
H -2.6800 0.4354 2.7064
H -2.3057 -0.6747 1.3739
H -1.0288 4.4228 1.0945
H -2.5512 5.2217 1.4674
H -2.2577 4.6938 -0.1708
H -1.9146 2.8358 3.2175
H -3.5821 2.2441 3.0588
H -3.2579 3.9688 3.1157
H -4.1193 3.1748 -0.5105
H -4.7084 3.9620 0.9598
H -4.7390 2.2032 0.8208
H 3.3343 0.5711 -2.6542
H 4.0059 -0.8509 -1.8664
H 3.4534 0.5083 -0.8839
H 1.8202 -0.9149 -3.9026
H 0.5629 -1.8545 -3.0860
H 2.2498 -2.3831 -3.0333
H 1.9062 -1.2166 0.4172
H 2.6463 -2.4391 -0.6344
H 0.8864 -2.2971 -0.5691
O -3.0559 -6.3864 1.6395
S -2.2238 -5.9018 0.5905
O -2.5357 -6.1284 -0.7812
N -2.0681 -4.2230 0.7864
C -0.8618 -3.9321 1.1290
S -0.4876 -2.2840 1.5176
C 0.1148 -5.0561 1.2160
C 1.4612 -5.0314 1.5373
C 2.1507 -6.2402 1.5527
C 1.5019 -7.4350 1.2534
C 0.1488 -7.4591 0.9327
C -0.5179 -6.2526 0.9221
H 1.9544 -4.0948 1.7689
H 3.2032 -6.2576 1.8072
H 2.0571 -8.3643 1.2733
H -0.3564 -8.3894 0.7058
*
```

Calculated values
Relative energy (zero: lowest compared OMol25 entry of this formula, charge and spin)   0.000 eV
Electronic energy   -98454.8996 eV
Orbital gap (spin up / spin down)   5.2 / 6.3 eV
HOMO level (spin up / spin down)   -11.137 / -13.716 eV